# 1
DFT (ωB97M-V/def2-TZVPD) results for a cluster of 2 separate species, C4H8S in total.

Computed properties:
Maximum force: 0.0606 hartree/bohr
Highest occupied orbital energy (spin up / spin down): -6.64 / -9.30 eV
Gap between HOMO and LUMO (spin up / spin down): 0.2825 / 0.3071 Ha
<S²>: 2.008

ORCA input file:
```
! RIJCOSX wB97M-V def2-TZVPD def2/J DEFGRID3
* xyz 0 3
C 0.042 0.499 -0.594
C 0.384 -0.766 -0.070
C -0.493 2.235 1.217
C 0.055 -2.105 -0.815
S 1.743 0.178 -0.839
H -0.629 0.882 -1.246
H 0.539 -0.844 1.058
H -0.397 3.071 0.626
H 0.216 2.135 1.941
H -1.434 2.000 1.678
H 0.729 -2.735 -0.295
H 0.297 -2.144 -1.919
H -1.052 -2.405 -0.741
*
```

Results of the Löwdin charge analysis, in e, for atoms 1 through 6: -0.458 -0.650 0.066 -0.119 0.839 0.033

---

# 2
DFT (ωB97M-V/def2-TZVPD) results for a structure of composition C19H29ClN5O5Sm.

Computed properties:
Maximum force: 0.0513 hartree/bohr
Highest occupied orbital energy (spin up / spin down): -15.43 / -15.43 eV
Gap between HOMO and LUMO (spin up / spin down): 0.3285 / 0.3507 Ha
<S²>: 8.758

ORCA input file:
```
! RIJCOSX wB97M-V def2-TZVPD def2/J DEFGRID3
* xyz 2 6
Sm -0.276 0.490 -0.315
C -2.888 -1.201 -1.099
C -3.558 0.047 -0.563
N -2.737 0.849 0.319
C -3.018 0.587 1.734
C -2.310 -0.734 2.109
C -2.775 -1.646 3.052
C -2.069 -2.750 3.478
C -0.859 -3.011 2.800
C -0.475 -2.130 1.767
C 0.763 -2.384 0.963
N 0.595 -2.039 -0.486
C -0.316 -2.987 -1.148
C -0.935 -2.271 -2.346
N -1.607 -0.988 -1.877
N -1.146 -0.952 1.537
H -2.805 -1.966 -0.365
H -3.600 -1.608 -1.859
H -3.789 0.697 -1.445
H -4.513 -0.312 -0.081
H -2.881 1.838 0.137
H -2.589 1.352 2.412
H -4.063 0.448 1.970
H -3.745 -1.357 3.436
H -2.455 -3.375 4.291
H -0.266 -3.925 2.969
H 1.584 -1.769 1.463
H 1.006 -3.455 1.060
H 1.482 -2.090 -0.961
H 0.189 -3.930 -1.431
H -1.129 -3.325 -0.521
H -0.206 -2.024 -3.065
H -1.655 -2.957 -2.820
H -1.908 -0.496 -2.706
O 0.818 1.189 1.787
C 1.791 2.299 1.902
C 3.236 1.907 1.846
C 3.481 0.825 0.765
C 3.268 1.232 -0.701
C 4.309 1.779 -1.358
C 4.194 2.099 -2.701
C 3.084 1.800 -3.412
C 2.037 1.358 -2.655
N 2.120 1.052 -1.351
H 0.504 0.999 2.680
H 1.632 2.799 2.835
H 1.490 2.962 1.053
H 3.582 1.432 2.822
H 3.865 2.743 1.617
H 2.872 -0.020 0.982
H 4.518 0.455 0.836
H 5.222 1.987 -0.792
H 5.111 2.472 -3.136
H 2.869 1.854 -4.498
H 1.118 1.192 -3.111
O -2.563 3.434 -1.237
Cl -1.234 3.056 -1.604
O -0.510 3.879 -2.488
O -0.499 2.913 -0.340
O -1.359 1.677 -2.150
*
```

Results of the Löwdin charge analysis, in e, for atoms 1 through 6: 1.825 -0.183 -0.182 -0.151 -0.096 -0.257

---

# 3
DFT (ωB97M-V/def2-TZVPD) results for a structure of composition C15H19CrFO21Zn.

Computed properties:
Maximum force: 0.0552 hartree/bohr
Highest occupied orbital energy (spin up / spin down): -8.70 / -9.03 eV
Gap between HOMO and LUMO (spin up / spin down): 0.2483 / 0.2603 Ha
<S²>: 6.006

ORCA input file:
```
! RIJCOSX wB97M-V def2-TZVPD def2/J DEFGRID3
* xyz 0 5
Cr 2.005 -0.957 -2.996
Zn -0.140 1.785 -4.458
O 3.016 -1.225 -1.132
C 3.955 -0.194 -1.133
O 4.055 0.257 -2.293
O 4.546 0.072 -0.089
H 3.003 -1.715 -0.301
O -0.984 -2.015 -5.883
C -0.350 -1.083 -5.146
O -0.747 0.123 -5.302
O 0.734 -1.392 -4.631
H -1.855 -1.624 -6.046
O 1.429 2.265 -5.726
C 2.478 1.840 -4.853
O 2.026 1.012 -4.009
O 3.543 2.366 -4.980
H 1.859 2.992 -6.206
O -1.164 0.577 -0.642
C -0.325 0.426 -1.669
O -0.397 1.176 -2.675
O 0.450 -0.557 -1.650
H -0.997 -0.253 -0.162
C -3.152 2.874 2.794
C -2.121 2.643 1.708
C -2.419 3.508 0.476
O -1.388 4.477 0.471
C -0.453 4.193 1.415
O 0.536 4.807 1.597
O -0.830 3.109 2.135
H -3.291 3.926 3.033
H -2.943 2.294 3.697
H -4.099 2.405 2.511
H -2.007 1.570 1.580
H -3.378 4.022 0.520
H -2.472 2.840 -0.391
C 4.419 -3.424 1.634
C 3.143 -3.113 2.365
C 3.295 -2.014 3.435
O 2.325 -1.035 3.097
C 1.737 -1.334 1.930
O 0.856 -0.725 1.424
O 2.210 -2.517 1.444
H 4.238 -4.077 0.783
H 5.188 -3.857 2.278
H 4.896 -2.492 1.307
H 2.672 -4.018 2.750
H 4.321 -1.644 3.416
H 3.095 -2.372 4.444
C -3.707 -2.314 1.800
C -4.244 -1.043 1.124
O -4.298 -0.097 2.138
C -4.046 -0.679 3.350
O -4.079 -0.097 4.378
O -3.775 -1.983 3.196
F -5.534 -1.316 0.705
H -2.701 -2.600 1.507
H -4.409 -3.135 1.684
H -3.729 -0.662 0.246
*
```

Results of the Löwdin charge analysis, in e, for atoms 1 through 6: 1.111 1.041 -0.041 -0.779 -0.013 0.046